Record 1
Molecular formula: CH5NS
Method: DFT, ωB97M-V with the def2-TZVPD basis set

XYZ file:
```
8
Properties=species:S:1:pos:R:3:mulliken_charge:R:1
S 3.2677 0.9053 -2.4307 -0.293
N -2.0197 0.6492 1.7723 -0.469
C -2.0960 -0.6206 1.4027 -0.238
H -1.4244 -0.8772 0.5771 0.230
H -2.2952 0.5815 2.7629 0.236
H 3.9572 1.2121 -3.5125 0.145
H -2.6980 -1.4061 1.8092 0.242
H 3.3084 -0.4443 -2.3811 0.148
```

Its orbital gap is 10.66 eV. As for the charge: 0. As for the HOMO energy: -0.3585 Eh. As for the spin multiplicity: 1. The total energy comes out at -13441.704 eV.



Record 2
Molecular formula: CH5NS2
Method: DFT, ωB97M-V with the def2-TZVPD basis set

XYZ file:
```
9
Properties=species:S:1:pos:R:3:mulliken_charge:R:1
S -0.2751 -1.5866 0.1003 0.008
S 1.2525 -0.8273 -0.9014 -0.006
N 2.0490 0.7132 0.5224 -0.593
C -1.6464 -0.2942 -0.0990 -0.706
H 1.2916 1.3153 0.8621 0.230
H -0.9476 0.5753 -0.3818 0.241
H -2.2509 -0.7648 -0.8623 0.308
H -1.9985 -0.3142 0.9833 0.261
H 2.5254 1.1833 -0.2236 0.256
```

Its orbital gap is 8.21 eV. As for the charge: 0. As for the HOMO energy: -0.3198 Eh. As for the spin multiplicity: 1. The total energy comes out at -24276.512 eV.



Record 3
Molecular formula: CH5O2P
Method: DFT, ωB97M-V with the def2-TZVPD basis set

XYZ file:
```
9
Properties=species:S:1:pos:R:3:mulliken_charge:R:1
P 0.3369 -0.9763 0.0805 -0.081
O -0.5796 0.2028 -1.2517 -0.077
O -0.3907 -0.1025 -2.6001 -0.226
C -0.0134 0.2487 1.3967 -0.914
H -0.9413 0.7929 1.3407 0.316
H -0.1768 0.0510 2.4744 0.343
H -0.4872 -1.0581 -2.5262 0.349
H 1.4707 -0.2907 -0.2837 0.029
H 0.7813 1.1322 1.3694 0.262
```

Its orbital gap (spin up / spin down) is 6.71 / 6.80 eV. As for the charge: 0. As for the HOMO energy (spin up / spin down): -0.2213 / -0.3494 Eh. As for the spin multiplicity: 3. The total energy comes out at -14494.280 eV.



Record 4
Molecular formula: CH5O2PS
Method: DFT, ωB97M-V with the def2-TZVPD basis set

XYZ file:
```
10
Properties=species:S:1:pos:R:3:mulliken_charge:R:1
S -0.3923 -0.7867 0.0957 1.003
P 0.6864 -0.5184 -1.7593 -0.082
O 0.2352 -1.8315 0.9332 -0.609
O -1.8173 -1.0857 -0.1884 -0.599
C -0.3871 0.8450 0.9384 -0.843
H -0.1630 1.6069 0.1977 0.321
H -1.3825 1.0201 1.3219 0.299
H 1.9757 -1.0057 -1.4191 0.125
H 0.3915 0.8610 1.6899 0.307
H 0.8533 0.8951 -1.8100 0.078
```

Its orbital gap is 10.52 eV. As for the charge: 0. As for the HOMO energy: -0.3727 Eh. As for the spin multiplicity: 1. The total energy comes out at -25335.232 eV.



Record 5
Molecular formula: CH5O2PS
Method: DFT, ωB97M-V with the def2-TZVPD basis set

XYZ file:
```
10
Properties=species:S:1:pos:R:3:mulliken_charge:R:1
S 0.3309 1.4785 0.3590 -0.213
P 0.0013 -1.7591 0.6769 0.484
O 0.4932 -1.6891 2.2652 -0.456
O -1.3724 -2.1677 0.6635 -0.405
C -0.5620 1.1674 -1.2844 -0.667
H -1.3866 1.6832 -1.2424 0.257
H 0.1326 1.5216 -2.1616 0.262
H -0.6209 0.1030 -1.3760 0.244
H 1.4970 1.2404 -0.1954 0.147
H 1.4868 -1.5781 2.2950 0.347
```

Its orbital gap is 9.63 eV. As for the charge: 0. As for the HOMO energy: -0.3445 Eh. As for the spin multiplicity: 1. The total energy comes out at -25337.311 eV.



Record 6
Molecular formula: CH5O2PS2
Method: DFT, ωB97M-V with the def2-TZVPD basis set

XYZ file:
```
11
Properties=species:S:1:pos:R:3:mulliken_charge:R:1
S 1.7114 -1.8958 -0.1196 -0.272
S 2.2059 1.3229 0.0509 -0.282
P 0.8478 -0.2137 0.7604 0.197
O -1.2066 1.4051 -0.3761 -0.418
O -1.7158 -0.7914 0.4421 -0.501
C -0.6255 0.1458 -0.3427 -0.011
H 0.4893 -2.5992 0.1604 0.189
H -0.8117 1.9186 0.3458 0.322
H 1.6273 2.4016 0.6683 0.126
H -2.0195 -1.4082 -0.2239 0.290
H -0.5025 -0.2857 -1.3657 0.358
```

Its orbital gap is 9.14 eV. As for the charge: 0. As for the HOMO energy: -0.3254 Eh. As for the spin multiplicity: 1. The total energy comes out at -36171.535 eV.



Record 7
Molecular formula: CH5O2PS2
Method: DFT, ωB97M-V with the def2-TZVPD basis set

XYZ file:
```
11
Properties=species:S:1:pos:R:3:mulliken_charge:R:1
S -1.8639 -1.5948 -0.1374 -0.238
S -1.7851 1.5962 -0.2202 -0.230
P -0.8698 0.0204 0.8077 0.192
O 1.4995 -1.1248 0.2960 -0.478
O 1.4707 1.1242 0.3453 -0.543
C 0.8156 -0.0578 -0.1059 -0.230
H 1.5511 -1.1711 1.2680 0.372
H 2.3256 1.2767 -0.0439 0.312
H 1.0315 0.0244 -1.2114 0.510
H -0.5171 1.8098 -0.4730 0.190
H -1.0802 -1.7639 -1.1573 0.144
```

Its orbital gap is 9.53 eV. As for the charge: 0. As for the HOMO energy: -0.3299 Eh. As for the spin multiplicity: 1. The total energy comes out at -36171.695 eV.



Record 8
Molecular formula: CH5O3P
Method: DFT, ωB97M-V with the def2-TZVPD basis set

XYZ file:
```
10
Properties=species:S:1:pos:R:3:mulliken_charge:R:1
P -0.2805 -0.0434 0.0008 0.851
O -0.7710 -1.1209 -1.1308 -0.494
O -1.7996 0.0258 0.9845 -0.540
O -0.5732 1.2884 -0.7927 -0.475
C 1.6760 -0.1641 0.0386 -0.806
H -0.7256 2.1150 -0.2399 0.333
H -0.0167 -1.4260 -1.6742 0.356
H 2.0849 -0.9814 0.6298 0.273
H -1.7465 -0.5084 1.7807 0.297
H 2.1522 0.8150 0.4032 0.205
```

Its orbital gap (spin up / spin down) is 8.45 / 8.45 eV. As for the charge: 0. As for the HOMO energy (spin up / spin down): -0.3059 / -0.3058 Eh. As for the spin multiplicity: 1. The total energy comes out at -16548.522 eV.



Question: What is the charge in the seventh record?
Answer: 0



Question: What is the charge in the third record?
Answer: 0